{
  "formula": "C23H25BF6IrN5O8S4",
  "method": "ωB97M-V with the def2-TZVPD basis set",
  "symbols": ["Ir", "F", "C", "F", "F", "S", "O", "O", "N", "S", "O", "O", "C", "F", "F", "F", "B", "N", "C", "C", "C", "N", "N", "C", "C", "C", "N", "H", "H", "H", "H", "H", "H", "H", "H", "C", "C", "C", "C", "C", "C", "C", "S", "O", "O", "O", "H", "H", "H", "H", "H", "H", "H", "C", "C", "C", "C", "C", "C", "C", "S", "C", "O", "H", "H", "H", "H", "H", "H", "H", "H", "H", "H"],
  "xyz": [[0.0386, -0.2938, 0.7794], [-2.4507, 1.4969, 4.5894], [-2.8313, 2.1808, 3.5217], [-3.8691, 1.5823, 2.9560], [-3.1492, 3.4158, 3.8622], [-1.4151, 2.2426, 2.3402], [-1.2761, 0.7643, 2.0436], [-0.3057, 2.8354, 3.0054], [-2.0209, 3.0421, 1.1525], [-1.4854, 2.7116, -0.3019], [-0.2789, 1.8738, -0.2266], [-1.4038, 3.8363, -1.1583], [-2.9114, 1.7316, -0.9566], [-2.7040, 1.3999, -2.2236], [-3.9882, 2.4944, -0.8714], [-3.1124, 0.6320, -0.2329], [1.4475, -2.0343, 3.4378], [1.9384, -0.6010, 3.0495], [2.9720, 0.0055, 3.6293], [3.1457, 1.2602, 3.0576], [2.1508, 1.3531, 2.1055], [1.4319, 0.2216, 2.1187], [-0.0413, -2.2162, 2.9885], [-0.8844, -3.0824, 3.5394], [-2.0204, -3.2084, 2.7396], [-1.7945, -2.3697, 1.6726], [-0.5861, -1.7936, 1.8349], [1.4341, -2.0942, 4.6351], [2.1299, -2.8598, 2.8909], [3.5032, -0.4887, 4.4255], [3.8751, 2.0064, 3.3160], [1.8858, 2.1602, 1.4440], [-0.6143, -3.5648, 4.4641], [-2.8896, -3.8144, 2.9221], [-2.4181, -2.1092, 0.8327], [-3.1338, -6.9598, -1.1057], [-2.3702, -5.6686, -1.1819], [-2.8712, -4.5799, -1.8952], [-2.1631, -3.3935, -1.9795], [-0.9419, -3.2999, -1.3261], [-0.4130, -4.3658, -0.6086], [-1.1344, -5.5427, -0.5445], [-0.0552, -1.8022, -1.4545], [0.9459, -1.7467, -0.2956], [0.5471, -1.6888, -2.7266], [-1.0021, -0.6880, -1.0353], [-4.1200, -6.8672, -1.5561], [-3.2568, -7.2797, -0.0704], [-2.5961, -7.7519, -1.6292], [-3.8290, -4.6626, -2.3927], [-2.5626, -2.5541, -2.5353], [0.5382, -4.2702, -0.1009], [-0.7334, -6.3792, 0.0145], [2.4772, 6.8898, -2.8389], [2.3116, 5.4045, -2.6783], [1.4026, 4.6988, -3.4578], [1.2126, 3.3374, -3.2744], [1.9671, 2.6786, -2.3192], [2.8895, 3.3543, -1.5287], [3.0512, 4.7135, -1.7135], [1.6389, 0.9624, -2.0687], [3.0128, 0.1552, -2.8694], [1.8638, 0.6800, -0.5854], [2.0353, 7.2430, -3.7685], [3.5305, 7.1700, -2.8279], [1.9897, 7.4144, -2.0149], [0.8170, 5.2242, -4.2013], [0.4724, 2.8016, -3.8566], [3.4586, 2.8231, -0.7751], [3.7623, 5.2561, -1.1022], [3.9568, 0.5675, -2.5188], [2.8873, 0.3094, -3.9402], [2.9123, -0.8986, -2.6191]],
  "forces_ev_per_angstrom": [[0.9, 1.4, -0.3], [0.0, 0.0, 0.0], [-0.2, 0.0, 0.0], [0.1, 0.0, 0.0], [0.0, 0.0, 0.0], [0.3, -0.4, 0.3], [0.2, 0.2, -0.3], [-0.1, 0.0, 0.0], [0.2, -0.1, -0.4], [-0.2, 0.3, 0.3], [-0.4, -0.3, 0.0], [0.0, 0.1, 0.0], [-0.1, -0.1, -0.2], [0.1, 0.0, 0.1], [0.0, 0.1, 0.0], [0.0, 0.0, 0.1], [0.1, 0.1, -0.1], [0.0, -0.1, 0.3], [0.0, 0.2, 0.0], [0.0, -0.1, 0.1], [-0.1, 0.2, 0.0], [-0.1, -0.5, 0.0], [-0.1, -0.1, 0.1], [0.0, 0.1, 0.0], [-0.1, 0.0, -0.1], [-0.2, -0.1, 0.1], [-0.1, 0.3, -0.2], [0.1, -0.2, 0.0], [0.0, 0.0, 0.0], [0.0, 0.0, 0.0], [0.0, 0.0, 0.0], [0.1, -0.1, 0.0], [0.0, 0.0, 0.0], [0.0, 0.0, 0.0], [0.0, 0.0, 0.0], [0.0, 0.0, 0.0], [0.0, 0.0, 0.0], [0.0, 0.0, 0.0], [-0.1, 0.0, 0.0], [0.1, -0.1, 0.1], [0.0, 0.1, 0.0], [-0.1, 0.0, 0.0], [-0.8, -0.1, 0.6], [0.0, 0.0, -0.1], [0.1, 0.0, -0.6], [0.2, -0.9, -0.1], [0.0, 0.0, 0.0], [0.0, 0.0, 0.0], [0.0, 0.0, 0.0], [0.0, 0.0, 0.0], [0.0, 0.0, 0.0], [0.0, 0.0, 0.0], [0.0, 0.0, 0.0], [0.0, 0.0, 0.0], [0.0, 0.0, 0.0], [0.0, 0.0, 0.0], [0.0, 0.0, 0.0], [0.1, -0.1, 0.1], [0.0, 0.0, 0.0], [0.0, 0.0, 0.0], [-0.3, 0.2, -0.4], [0.1, 0.1, 0.1], [-0.2, -0.4, 0.7], [0.0, 0.0, 0.0], [0.0, 0.0, 0.0], [0.0, 0.0, 0.0], [0.0, 0.0, 0.0], [0.0, 0.0, 0.0], [0.0, 0.0, 0.0], [0.0, 0.0, 0.0], [0.0, 0.0, 0.0], [0.0, 0.0, 0.0], [0.1, 0.0, -0.1]],
  "homo_lumo_gap_ha": [0.28164, 0.19282],
  "s2": 0.757,
  "spin_multiplicity": 2,
  "charge": 1,
  "e_above_lowest_kcal_mol": 52.3,
  "e_homo_ev": [-11.77, -11.69]
}

***

{
  "formula": "C23H25Cl22F6NO5PS",
  "method": "ωB97M-V with the def2-TZVPD basis set",
  "symbols": ["O", "P", "C", "O", "C", "C", "C", "C", "O", "C", "C", "C", "C", "C", "C", "N", "C", "C", "F", "S", "O", "O", "C", "F", "F", "C", "F", "F", "F", "C", "Cl", "H", "H", "H", "H", "H", "H", "H", "H", "H", "H", "H", "H", "H", "H", "H", "H", "H", "H", "C", "Cl", "Cl", "Cl", "H", "C", "Cl", "Cl", "Cl", "H", "C", "Cl", "Cl", "Cl", "H", "C", "Cl", "Cl", "Cl", "H", "C", "Cl", "Cl", "Cl", "H", "C", "Cl", "Cl", "Cl", "H", "C", "Cl", "Cl", "Cl", "H"],
  "xyz": [[3.2869, 5.0270, -4.9402], [1.9034, 4.3697, -4.7981], [1.5239, 3.9319, -2.9562], [2.7587, 3.6594, -2.2980], [2.3721, 3.3139, -0.9178], [1.5195, 1.9600, -1.0728], [1.7008, 1.0145, 0.1794], [3.2591, 0.5795, 0.3785], [3.7555, -0.1494, -0.5291], [4.0950, 1.0668, 1.6571], [5.4474, 1.8130, 1.4082], [6.2137, 2.3213, 2.6747], [5.6102, 2.0664, 4.0813], [4.2864, 1.2850, 4.3279], [3.5272, 0.7841, 3.0806], [0.0744, 2.2000, -1.5560], [-0.6324, 3.1482, -0.6477], [-2.1863, 3.1136, -0.4064], [-3.0581, 2.7638, -1.4742], [-0.6776, 0.6496, -1.8818], [0.3076, -0.4134, -2.3587], [-1.6910, 0.6760, -3.0140], [-1.5649, -0.1729, -0.4692], [-2.9879, -0.0238, -0.6350], [-1.2841, 0.2935, 0.8293], [-1.3578, -1.7971, -0.4511], [-0.1090, -2.1965, 0.0313], [-1.7324, -2.4052, -1.6683], [-2.3163, -2.2579, 0.5102], [0.3563, 2.8454, -2.9318], [-1.0657, 3.7353, -3.6609], [1.6790, 3.2507, -5.6638], [0.9335, 5.3942, -5.1399], [1.0926, 4.9162, -2.5174], [3.3809, 3.1564, -0.3816], [1.8614, 4.1686, -0.3692], [2.0420, 1.4186, -1.9554], [1.1506, 0.0186, 0.1741], [1.4186, 1.6176, 1.1275], [5.8687, 2.0014, 0.3593], [7.1918, 2.8990, 2.5509], [6.1594, 2.4694, 5.0003], [3.8485, 1.0889, 5.3576], [2.5367, 0.1947, 3.1449], [-0.3707, 4.2289, -0.9687], [-0.1352, 3.0687, 0.3962], [-2.5135, 2.4806, 0.5051], [-2.4945, 4.1881, -0.0981], [0.6769, 1.9574, -3.6019], [5.3108, -2.8412, 1.8067], [4.8049, -1.1519, 2.0143], [3.9132, -3.9238, 1.9011], [6.1595, -3.0528, 0.2682], [5.9965, -3.0951, 2.6140], [-5.5878, -2.5768, -0.3754], [-5.3935, -2.8789, -2.1036], [-6.3921, -1.0293, -0.1086], [-6.4894, -3.8937, 0.3902], [-4.6002, -2.5291, 0.0778], [0.1984, -2.3134, 4.2786], [0.5546, -3.9457, 3.7006], [-0.3668, -2.3551, 5.9534], [1.6275, -1.2745, 4.1297], [-0.5939, -1.8961, 3.6600], [-4.7653, -6.9843, -0.4554], [-5.8377, -8.3603, -0.7469], [-3.5313, -7.4001, 0.7432], [-4.0107, -6.4520, -1.9649], [-5.3604, -6.1626, -0.0620], [-5.6386, -0.5626, -5.1802], [-5.5830, 0.5868, -6.5249], [-6.9480, -0.1518, -4.0635], [-5.8298, -2.2153, -5.7821], [-4.6960, -0.5024, -4.6393], [-10.0773, 0.7676, -1.1245], [-9.4689, 0.4688, -2.7584], [-10.8743, -0.6750, -0.4833], [-8.7573, 1.2748, -0.0607], [-10.8093, 1.5715, -1.1713], [7.5826, -3.6280, 5.5807], [7.7857, -3.9186, 3.8466], [6.7571, -2.0871, 5.8583], [6.6901, -4.9562, 6.3333], [8.5692, -3.5758, 6.0370]],
  "forces_ev_per_angstrom": [[-2.9, -2.0, 0.6], [3.2, 3.2, -0.6], [-0.6, 1.3, 0.3], [-2.3, -0.3, 1.1], [0.9, -0.3, -0.6], [3.3, -1.6, 0.3], [0.2, 0.7, 1.9], [1.7, -1.5, -2.4], [-2.0, 3.3, 3.4], [0.8, 2.3, 1.2], [-1.4, -0.3, 4.0], [-3.5, -1.8, 0.1], [-1.4, -1.1, -2.0], [1.1, 0.7, -4.4], [2.4, 2.8, -0.3], [1.2, 1.7, 0.4], [-0.3, 2.3, 2.0], [-2.1, 0.6, 1.3], [1.8, 0.3, 1.0], [-1.9, -7.2, -8.4], [-1.2, 4.0, 3.2], [2.3, 1.9, 4.4], [-3.6, -0.7, 3.1], [3.9, 0.0, 0.1], [-0.1, -0.6, -2.7], [-1.0, -2.5, 0.5], [-3.0, 1.2, -1.7], [1.6, 1.9, 3.3], [2.4, 1.3, -2.2], [0.7, -0.2, -2.5], [1.1, -1.2, 0.8], [-0.2, 0.1, 0.7], [0.1, -1.2, 0.4], [0.5, -1.4, -0.7], [-1.8, -0.3, -0.7], [0.4, -1.0, -0.9], [-1.0, 0.8, 1.4], [0.6, 1.4, -0.3], [0.2, -1.1, -1.4], [-0.8, -0.5, 1.8], [-1.6, -1.0, 0.3], [-0.8, -0.7, -1.6], [0.9, 0.4, -1.5], [2.2, 1.7, -0.3], [-0.3, -2.0, 0.0], [-1.0, -0.2, -1.7], [0.9, 0.6, -1.7], [0.8, -1.6, -0.6], [-0.8, 1.4, 1.0], [0.1, -0.2, -0.1], [1.1, -2.7, 0.3], [0.1, 0.1, 0.0], [0.0, 0.0, 0.2], [-0.3, 0.1, -0.3], [0.1, 0.0, 0.0], [0.1, 0.0, 0.1], [0.0, -0.1, 0.0], [0.0, 0.2, 0.0], [-0.2, -0.1, -0.1], [-0.2, -0.4, 0.2], [-0.1, 0.2, 0.0], [0.0, 0.1, -0.2], [-0.6, -0.8, 0.3], [0.2, -0.1, 0.1], [-0.1, -0.1, 0.0], [0.1, 0.2, 0.0], [-0.1, 0.1, 0.0], [-0.1, 0.0, 0.1], [0.2, -0.2, -0.1], [-0.1, 0.0, 0.0], [0.1, -0.1, 0.1], [0.5, -0.1, -0.3], [0.1, 0.1, 0.1], [-0.2, 0.0, -0.1], [-0.1, -0.2, 0.0], [-0.5, 0.2, 0.3], [0.1, 0.2, -0.1], [-0.1, 0.2, 0.0], [0.2, -0.1, 0.0], [-0.1, -0.1, 0.2], [0.3, -0.1, 0.2], [0.1, -0.1, -0.1], [0.1, 0.2, -0.1], [-0.2, 0.0, -0.1]],
  "homo_lumo_gap_ha": 0.22944,
  "spin_multiplicity": 1,
  "charge": 1,
  "e_homo_ev": -11.32
}

***

{
  "formula": "C23H25F3NOZr",
  "method": "ωB97M-V with the def2-TZVPD basis set",
  "symbols": ["C", "C", "C", "H", "C", "C", "H", "C", "C", "C", "H", "C", "C", "H", "H", "H", "H", "H", "H", "Zr", "C", "C", "C", "H", "H", "H", "H", "H", "H", "C", "C", "H", "H", "O", "N", "C", "H", "C", "C", "H", "C", "H", "C", "H", "C", "H", "C", "H", "H", "H", "F", "C", "F", "F"],
  "xyz": [[-1.5059, 0.2261, 1.5136], [-1.8228, -0.6683, 0.4183], [-1.5722, -2.0127, 0.8670], [-2.2620, -0.3781, -0.5503], [-1.0379, -1.9510, 2.2003], [-1.0351, -0.5868, 2.6120], [-0.8159, -2.8116, 2.8322], [0.1678, 2.0891, -1.9768], [-1.1031, 1.4446, -2.0978], [-0.9342, 0.2901, -2.8965], [-2.0301, 1.7955, -1.6651], [0.4685, 0.1313, -3.1309], [1.1170, 1.3286, -2.6918], [-1.8601, -2.9236, 0.3445], [-0.8040, -0.2350, 3.6231], [-1.6997, 1.3015, 1.5279], [2.1664, 1.5827, -2.8808], [-1.7207, -0.3593, -3.2771], [0.3582, 3.0067, -1.4282], [0.4980, -0.7927, 0.7328], [1.1636, -1.2138, -3.1408], [2.5483, -1.1264, -3.7614], [0.2927, -2.2543, -3.8207], [2.4542, -0.6639, -4.7585], [2.9833, -2.1243, -3.8970], [3.2307, -0.5166, -3.1499], [0.0289, -1.8891, -4.8251], [-0.6356, -2.4454, -3.2692], [0.8336, -3.1990, -3.9472], [1.2362, -1.4875, -1.5711], [1.7416, -2.6580, -0.7498], [0.1162, -1.3995, -1.2963], [1.8035, -0.5909, -1.1584], [1.4952, -2.4251, 0.5417], [2.1706, -3.8693, -1.0243], [1.8424, -4.9364, 0.0079], [2.9550, -4.0383, -1.6660], [0.3690, -5.2284, -0.0806], [-0.4208, -5.5028, 1.0451], [0.0343, -5.5441, 2.0390], [-1.7945, -5.7492, 0.9133], [-2.4019, -5.9958, 1.7909], [-2.3941, -5.7094, -0.3489], [-3.4626, -5.9219, -0.4674], [-1.6231, -5.4039, -1.4749], [-2.0684, -5.3527, -2.4695], [-0.2438, -5.2022, -1.3347], [0.3971, -5.0383, -2.2071], [2.1137, -4.5630, 1.0054], [2.4582, -5.8095, -0.2483], [3.0395, 1.0898, 0.3608], [2.1849, 0.7257, 1.4057], [3.0410, 0.4009, 2.4498], [1.5751, 1.9273, 1.7881]],
  "forces_ev_per_angstrom": [[-0.9, -1.1, 0.4], [-1.1, -0.1, 1.0], [-0.7, 0.6, 0.7], [0.5, -0.2, 0.7], [-0.8, 0.0, -0.6], [-0.6, 0.7, -0.5], [0.1, 0.3, -0.3], [0.3, -0.3, 0.3], [0.3, -0.6, -0.1], [0.5, -0.3, 0.8], [0.0, 0.2, -0.3], [-0.2, 1.1, -0.2], [0.0, -0.8, 0.4], [0.5, 0.2, -0.1], [0.2, 0.0, -0.6], [0.4, -0.4, -0.1], [-0.4, -0.1, 0.5], [0.1, 0.0, 0.3], [-0.1, 0.0, -0.3], [0.9, 3.9, -0.3], [-0.5, 0.5, 0.0], [0.3, -0.1, -0.1], [0.0, -0.4, -0.3], [0.1, -0.2, 0.4], [0.1, 0.1, 0.1], [-0.2, -0.1, -0.3], [0.1, -0.1, 0.4], [0.1, 0.0, -0.1], [-0.1, 0.0, 0.1], [0.7, 0.4, -0.4], [-0.4, -0.1, 1.4], [0.6, -0.2, -0.6], [-0.4, -0.3, -0.6], [1.1, -2.9, -1.7], [0.7, 0.0, 0.7], [0.8, 0.2, -0.1], [-1.1, 0.2, -0.3], [-0.9, -0.1, 0.0], [0.0, 0.0, 0.1], [-0.1, 0.0, -0.3], [0.2, -0.1, -0.1], [0.3, 0.1, -0.3], [0.0, 0.2, -0.1], [0.5, 0.1, 0.1], [0.4, -0.1, 0.1], [0.1, -0.1, 0.3], [-0.2, 0.0, -0.1], [-0.5, 0.0, 0.2], [0.1, -0.3, -0.4], [-0.2, 0.3, 0.1], [-0.9, -0.6, 0.8], [0.8, 1.5, 0.7], [-1.0, 0.1, -0.9], [0.5, -1.1, -0.3]],
  "homo_lumo_gap_ha": [0.15970, 0.17845],
  "spin_multiplicity": 1,
  "charge": 1,
  "e_homo_ev": [-9.41, -9.80]
}

***

{
  "formula": "C23H25FN2O3",
  "method": "ωB97M-V with the def2-TZVPD basis set",
  "symbols": ["C", "C", "C", "C", "C", "C", "C", "C", "O", "N", "C", "C", "C", "C", "C", "N", "C", "O", "C", "C", "C", "C", "C", "O", "C", "F", "C", "C", "C", "H", "H", "H", "H", "H", "H", "H", "H", "H", "H", "H", "H", "H", "H", "H", "H", "H", "H", "H", "H", "H", "H", "H", "H", "H"],
  "xyz": [[3.7847, -0.7716, 1.3516], [2.5752, -0.1495, 0.7072], [2.6990, 0.9674, -0.1112], [1.5969, 1.5557, -0.7233], [1.7532, 2.7891, -1.5708], [0.3431, 0.9976, -0.5101], [0.1953, -0.1269, 0.2902], [-1.1957, -0.6689, 0.4640], [-2.1804, 0.0339, 0.3408], [-1.2751, -2.0014, 0.7453], [-2.5201, -2.6775, 0.9288], [-3.5124, -2.6902, -0.2004], [-2.7977, -3.9516, 0.1655], [-1.7382, -4.5116, -0.7564], [-0.8082, -5.4467, 0.0107], [-1.5702, -6.4712, 0.7112], [-1.3885, -7.7751, 0.3774], [-0.6635, -8.1348, -0.5351], [-2.1299, -8.8174, 1.1738], [-2.9302, -9.7343, 0.4965], [-3.5663, -10.7455, 1.1920], [-3.3958, -10.8692, 2.5650], [-2.5857, -9.9794, 3.2520], [-2.3558, -10.0356, 4.5909], [-1.9647, -8.9605, 2.5367], [-1.1791, -8.1017, 3.2118], [-2.5715, -5.9617, 1.6364], [-3.5439, -5.0368, 0.9082], [1.3097, -0.6905, 0.9025], [3.5328, -1.2212, 2.3121], [4.2006, -1.5580, 0.7181], [4.5682, -0.0326, 1.5164], [3.6829, 1.3972, -0.2699], [1.0379, 2.7945, -2.3927], [1.5779, 3.6886, -0.9769], [2.7574, 2.8581, -1.9882], [-0.5418, 1.4322, -0.9579], [-0.4242, -2.5348, 0.7753], [-2.9290, -2.6125, 1.9319], [-4.5588, -2.5861, 0.0533], [-3.2096, -2.1804, -1.1048], [-2.2223, -5.0727, -1.5610], [-1.1627, -3.7105, -1.2236], [-0.1057, -5.9464, -0.6496], [-0.2392, -4.8819, 0.7606], [-3.0298, -9.6450, -0.5764], [-4.1940, -11.4524, 0.6669], [-3.8872, -11.6669, 3.1106], [-2.8175, -10.7956, 4.9598], [-3.1074, -6.7895, 2.0907], [-2.0635, -5.4132, 2.4372], [-4.2400, -4.5986, 1.6273], [-4.1340, -5.6244, 0.1974], [1.2045, -1.5376, 1.5718]],
  "forces_ev_per_angstrom": [[0.0, 0.0, 0.0], [0.0, 0.0, 0.0], [0.0, 0.0, 0.0], [0.0, 0.0, 0.0], [0.0, 0.0, 0.0], [0.0, 0.0, 0.0], [0.0, 0.0, 0.0], [0.0, 0.0, 0.0], [0.0, 0.0, 0.0], [0.0, 0.0, -0.1], [0.0, 0.0, 0.0], [0.0, 0.0, 0.0], [0.0, 0.0, 0.0], [0.0, 0.0, 0.0], [0.0, 0.0, 0.0], [0.0, 0.0, 0.0], [0.0, 0.0, 0.0], [0.0, 0.0, 0.0], [0.0, 0.0, 0.0], [0.0, 0.0, 0.0], [0.0, 0.0, 0.0], [0.0, 0.0, 0.0], [0.0, 0.0, 0.0], [0.0, 0.0, 0.0], [0.0, 0.0, 0.0], [0.0, 0.0, 0.0], [0.0, 0.0, 0.0], [0.0, 0.0, 0.0], [0.0, 0.0, 0.0], [0.0, 0.0, 0.0], [0.0, 0.0, 0.0], [0.0, 0.0, 0.0], [0.0, 0.0, 0.0], [0.0, 0.0, 0.0], [0.0, 0.0, 0.0], [0.0, 0.0, 0.0], [0.0, 0.0, 0.0], [0.0, 0.0, 0.0], [0.0, 0.0, 0.0], [0.0, 0.0, 0.0], [0.0, 0.0, 0.0], [0.0, 0.0, 0.0], [0.0, 0.0, 0.0], [0.0, 0.0, 0.0], [0.0, 0.0, 0.0], [0.0, 0.0, 0.0], [0.0, 0.0, 0.0], [0.0, 0.0, 0.0], [0.0, 0.0, 0.0], [0.0, 0.0, 0.0], [0.0, 0.0, 0.0], [0.0, 0.0, 0.0], [0.0, 0.0, 0.0], [0.0, 0.0, 0.0]],
  "homo_lumo_gap_ha": 0.35049,
  "smiles": "Cc1cc(C)cc(C(=O)N[C@H]2CC23CCN(C(=O)c2cccc(O)c2F)CC3)c1",
  "spin_multiplicity": 1,
  "e_above_lowest_kcal_mol": 2.8,
  "e_homo_ev": -9.00
}